{
  "formula": "C58H56Cl4GeN8O11TeW",
  "method": "ωB97M-V with the def2-TZVPD basis set",
  "e_homo_ev": [-5.10, -5.11],
  "gap_ha": [0.2212, 0.2235],
  "relative_energy_ev": 0.0000,
  "energy_ev": -211217.8849,
  "multiplicity": 2,
  "charge": -1,
  "symbols": ["W", "Cl", "C", "C", "C", "Cl", "C", "O", "C", "Cl", "C", "H", "H", "Cl", "C", "C", "O", "O", "H", "H", "C", "C", "C", "N", "C", "C", "H", "H", "H", "H", "H", "C", "Ge", "C", "C", "C", "H", "H", "H", "H", "H", "H", "H", "H", "H", "H", "H", "C", "C", "C", "C", "C", "C", "Te", "N", "C", "O", "C", "C", "C", "C", "C", "C", "C", "C", "C", "C", "C", "C", "C", "C", "C", "C", "C", "C", "H", "H", "H", "H", "H", "H", "H", "H", "H", "H", "H", "H", "H", "H", "H", "H", "H", "H", "H", "H", "H", "H", "H", "H", "H", "H", "H", "N", "C", "C", "C", "C", "C", "C", "C", "N", "C", "C", "N", "C", "H", "H", "H", "H", "H", "H", "H", "O", "N", "O", "C", "C", "C", "C", "O", "C", "C", "N", "O", "O", "N", "O", "O", "H", "H"],
  "coordinates": [[-1.3226, 0.4374, 0.0603], [-6.1568, 6.2831, 0.5462], [-5.0078, 4.9846, 0.6447], [-5.2694, 3.9224, 1.4854], [-4.3453, 2.8990, 1.5821], [-4.6587, 1.5367, 2.5993], [-3.1495, 2.9007, 0.8466], [-2.2430, 1.9550, 0.9726], [-2.9633, 3.9891, -0.0382], [-1.5591, 3.9045, -1.0144], [-3.8607, 5.0337, -0.1254], [-6.1848, 3.8806, 2.0572], [-3.6721, 5.8557, -0.8005], [-3.0936, -3.9573, -0.8735], [-2.5038, -3.1880, -2.3669], [-1.5923, -1.9674, -2.2088], [-1.0662, -1.5988, -3.2358], [-1.4438, -1.4290, -1.0339], [-3.3796, -2.8765, -2.9307], [-1.9631, -3.9337, -2.9433], [0.4516, -3.2503, 3.4058], [1.1070, -2.0264, 3.2933], [0.7608, -1.1735, 2.2763], [-0.2216, -1.4198, 1.3874], [-0.8168, -2.5976, 1.4937], [-0.4950, -3.5490, 2.4568], [0.6973, -3.9474, 4.1959], [1.8978, -1.7473, 3.9774], [1.3078, -0.2546, 2.1223], [-1.5329, -2.8346, 0.7232], [-1.0196, -4.4940, 2.4585], [-3.4602, -0.0537, -3.8338], [-1.9266, 1.1534, -3.4232], [-2.7828, 2.9153, -3.7434], [-0.7735, 0.9567, -5.0544], [-0.5180, 0.9630, -1.9871], [-4.3037, 0.5705, -4.1315], [-3.7744, -0.6540, -2.9815], [-3.2040, -0.7243, -4.6534], [-3.2344, 2.8242, -4.7349], [-2.0885, 3.7530, -3.7547], [-3.5786, 3.1112, -3.0260], [-1.3922, 0.9635, -5.9548], [-0.2340, 0.0095, -5.0205], [-0.0505, 1.7719, -5.1390], [0.0681, 1.8806, -2.0639], [0.0573, 0.1818, -2.4730], [8.4388, -1.0238, -0.8489], [6.9367, -0.9278, -0.8051], [6.1504, -1.9909, -0.3867], [4.7603, -1.9058, -0.3445], [4.0102, -3.1213, 0.1331], [4.1187, -0.7230, -0.7525], [1.9272, -0.6734, -0.6774], [0.2418, 1.3242, 0.5489], [1.3281, 2.0442, 0.8104], [2.4360, 1.5304, 1.0153], [1.1586, 3.5389, 0.7448], [0.2594, 4.2041, 1.5732], [-0.0170, 5.5471, 1.3730], [0.5872, 6.2379, 0.3324], [1.4786, 5.5784, -0.5025], [1.7644, 4.2376, -0.2937], [1.9257, -1.9234, -2.4882], [1.4108, -3.2279, -2.4643], [0.9295, -3.9030, -1.2036], [1.3163, -3.9660, -3.6434], [1.7041, -3.4441, -4.8624], [1.5500, -4.2052, -6.1519], [2.2196, -2.1548, -4.8798], [2.3288, -1.3899, -3.7254], [2.8978, -0.0056, -3.8622], [4.9066, 0.3699, -1.1308], [4.3412, 1.7200, -1.4905], [6.2942, 0.2457, -1.1645], [8.7773, -2.0312, -0.6098], [8.8849, -0.3311, -0.1323], [8.8115, -0.7542, -1.8385], [6.6295, -2.9144, -0.0771], [4.6872, -3.8135, 0.6354], [3.5606, -3.6305, -0.7200], [3.2146, -2.8420, 0.8241], [-0.2581, 3.6563, 2.3509], [-0.7319, 6.0539, 2.0092], [0.3506, 7.2805, 0.1624], [1.9433, 6.1066, -1.3255], [2.4462, 3.7226, -0.9576], [0.9322, -3.2140, -0.3648], [1.5659, -4.7543, -0.9497], [-0.0833, -4.2931, -1.3310], [0.9088, -4.9729, -3.6005], [1.4503, -5.2764, -5.9779], [2.4080, -4.0282, -6.8015], [0.6601, -3.8571, -6.6815], [2.5216, -1.7214, -5.8283], [2.7631, 0.3697, -4.8769], [3.9645, -0.0276, -3.6312], [2.4109, 0.6760, -3.1675], [3.2567, 1.6760, -1.4890], [4.7008, 2.0507, -2.4666], [4.6546, 2.4492, -0.7410], [6.8862, 1.1016, -1.4760], [5.4363, 1.4223, 8.9941], [4.5067, 1.3052, 8.3286], [3.3692, 1.1681, 7.4702], [2.0996, 0.9194, 7.9875], [1.0105, 0.8114, 7.1457], [1.1703, 0.9391, 5.7693], [2.4433, 1.1685, 5.2466], [3.5305, 1.2858, 6.0883], [0.0736, 0.8035, 4.9037], [-1.0997, 0.1070, 5.1302], [-1.7932, 0.1482, 3.9634], [-1.0802, 0.8395, 3.0083], [0.0063, 1.2332, 3.6120], [1.9743, 0.8107, 9.0561], [0.0305, 0.6332, 7.5655], [2.5945, 1.2367, 4.1766], [4.5179, 1.4564, 5.6820], [-1.3217, -0.3717, 6.0665], [-2.7474, -0.2862, 3.7393], [0.7662, 1.8490, 3.1640], [-8.4978, -1.8068, -1.1141], [-7.8753, -2.4309, -0.2757], [-8.2688, -3.4666, 0.2284], [-6.5767, -1.9212, 0.1244], [-6.0822, -0.7610, -0.4464], [-4.7861, -0.3755, -0.1736], [-3.9654, -1.0576, 0.7804], [-2.7645, -0.6223, 1.0294], [-4.5760, -2.1807, 1.4132], [-5.8363, -2.6233, 1.0394], [-3.9374, -2.9163, 2.4722], [-2.9624, -2.4395, 3.0102], [-4.4183, -3.9852, 2.8157], [-4.2870, 0.7460, -0.8117], [-2.9707, 0.7959, -1.0580], [-5.0015, 1.6281, -1.3185], [-6.6745, -0.1785, -1.1357], [-6.2312, -3.5178, 1.4935]],
  "forces_ev_per_a": [[1.6, 1.5, 0.3], [-0.1, 0.1, 0.0], [0.0, 0.0, 0.0], [0.0, -0.1, 0.1], [0.4, 0.0, -0.2], [-0.2, 0.1, 0.2], [-0.2, 0.1, -0.5], [0.1, 0.1, 0.0], [0.0, -0.6, 0.4], [0.0, 0.5, -0.2], [0.1, -0.1, -0.1], [0.0, 0.0, 0.0], [0.0, 0.0, 0.0], [0.0, -0.2, 0.0], [0.1, 0.1, 0.1], [0.4, 0.4, 0.0], [-0.1, -0.2, -0.2], [0.0, 0.0, 0.5], [0.0, 0.0, 0.0], [0.0, 0.0, 0.0], [0.0, 0.1, -0.2], [0.1, -0.1, 0.1], [0.1, 0.4, -0.3], [-0.3, 0.2, 0.7], [0.1, -0.3, -0.5], [0.1, -0.1, 0.0], [0.0, 0.0, 0.0], [0.0, 0.0, 0.0], [0.0, 0.0, 0.0], [-0.2, 0.1, 0.1], [-0.1, 0.0, 0.0], [0.2, 0.1, 0.3], [0.2, 0.2, -1.1], [0.1, -0.2, 0.1], [-0.1, 0.1, 0.2], [-1.9, 0.3, -0.3], [0.0, 0.0, 0.0], [-0.1, 0.0, 0.0], [0.1, 0.0, 0.0], [0.0, 0.0, 0.0], [0.0, 0.0, 0.0], [0.0, 0.0, 0.1], [-0.1, 0.0, 0.0], [0.0, 0.0, 0.0], [0.0, 0.0, 0.0], [0.0, 0.0, 0.5], [0.0, -0.3, 0.5], [-0.1, 0.1, 0.0], [0.0, 0.0, 0.0], [0.0, 0.1, 0.0], [0.1, 0.0, 0.0], [0.1, 0.1, -0.1], [-0.3, -0.2, 0.5], [2.7, -1.0, -2.2], [-2.4, -1.5, -0.6], [0.4, 0.3, -0.2], [-0.1, 0.2, 0.4], [-0.4, 0.1, -0.1], [0.1, -0.1, 0.1], [0.1, 0.1, 0.1], [0.1, -0.1, 0.0], [0.0, 0.1, 0.1], [0.2, -0.1, 0.0], [-0.3, -0.1, 0.3], [0.1, 0.0, 0.2], [0.0, 0.0, -0.1], [0.0, 0.0, 0.0], [0.1, 0.1, -0.1], [0.0, 0.1, 0.1], [-0.1, -0.1, 0.1], [0.0, 0.1, 0.0], [-0.1, -0.1, 0.0], [-0.1, 0.2, -0.1], [0.0, -0.1, 0.2], [0.0, -0.1, 0.0], [0.0, 0.0, 0.0], [0.1, 0.0, 0.0], [0.0, 0.0, 0.0], [0.0, 0.0, 0.0], [0.0, 0.0, 0.0], [-0.1, -0.1, 0.1], [-0.1, -0.1, 0.0], [-0.1, 0.0, 0.0], [0.0, 0.0, 0.0], [0.0, 0.0, 0.0], [0.0, 0.0, 0.0], [0.0, 0.0, 0.0], [0.0, -0.1, 0.1], [0.0, 0.0, 0.0], [0.0, 0.0, 0.0], [0.0, 0.0, 0.0], [0.0, 0.0, 0.0], [0.0, -0.1, 0.0], [0.0, -0.1, 0.0], [0.0, 0.0, 0.0], [0.0, 0.0, 0.0], [0.0, 0.1, 0.0], [0.0, 0.1, 0.0], [0.0, 0.1, -0.1], [0.0, 0.0, 0.0], [-0.1, 0.0, 0.0], [0.0, 0.0, 0.0], [0.0, 0.0, 0.1], [0.1, 0.0, 0.1], [-0.2, 0.0, -0.3], [0.2, 0.0, 0.1], [-0.1, 0.0, 0.0], [0.2, 0.0, 0.1], [0.0, 0.0, -0.1], [0.0, 0.0, 0.2], [0.0, 0.1, 0.1], [-0.2, -0.2, 0.1], [0.2, 0.1, 0.0], [0.0, 0.0, 1.0], [-0.2, 0.1, -0.3], [0.0, 0.0, 0.0], [0.0, 0.0, 0.0], [0.0, 0.0, 0.0], [0.0, 0.0, 0.0], [0.0, 0.0, 0.0], [0.0, -0.1, 0.0], [0.2, -0.1, 0.1], [0.0, 0.1, 0.0], [-0.3, -0.1, -0.1], [0.1, 0.0, 0.1], [0.4, 0.1, 0.2], [-0.1, 0.1, -0.3], [-0.2, -0.4, 0.3], [0.4, 0.1, -0.1], [-0.7, -0.7, 0.6], [-0.2, 0.8, -0.7], [-0.1, -0.3, 0.3], [0.0, -0.4, 0.4], [0.1, 0.4, 0.2], [-0.1, -0.1, -0.2], [0.4, 0.4, 0.5], [0.2, 0.2, -1.3], [-0.2, -0.1, -0.2], [0.0, 0.0, 0.0], [0.0, 0.0, 0.0]]
}